DFT (wB97M-V/def2-TZVPD) results for a cluster of 3 separate species, C3H3FNO2 in total at a distorted geometry.

The geometry in XYZ format:
```
10
Properties=species:S:1:pos:R:3:mulliken_charge:R:1
C -2.43274 0.00543 -0.01278 0.743
C 1.11895 0.65833 -0.32618 -0.151
C 0.25754 -0.20108 0.45798 -0.446
N 0.81889 -0.78619 -0.53028 -0.267
O -2.74819 -0.91476 0.60923 -0.383
O -2.33136 0.95883 -0.65717 -0.378
F 2.61113 -1.62568 0.04751 -0.836
H 0.68439 1.37263 -1.02766 0.148
H 2.12950 0.89501 -0.00661 0.264
H -0.10813 -0.36251 1.44597 0.306
```

Values from the calculation:
DFT total energy   -421.1570 Ha
HOMO level (spin up / spin down)   -3.09 / -3.09 eV
Energy relative to the best compared isomer or geometry (same formula, charge and spin)   56.0 kcal/mol
Charge   -1
Lowest unoccupied orbital energy (spin up / spin down)   3.13 / 3.13 eV